Record 1
Molecular formula: C25H46BrN3RhSSe2Si
Method: DFT, ωB97M-V/def2-TZVPD

Structure (XYZ):
```
80
Properties=species:S:1:pos:R:3:forces:R:3
Rh 0.4797 0.2181 3.9710 1.0 0.9 -3.5
C 1.4545 3.2177 4.9079 -0.5 1.4 -0.2
Se 0.6610 2.5803 3.2591 0.7 -0.5 0.3
C 2.3889 2.1455 2.4164 0.6 1.1 -1.4
C 3.4477 1.4223 3.2326 -0.4 0.0 0.7
Se 2.8461 -0.4198 3.8888 1.5 1.8 0.6
C 3.3637 0.0727 5.7363 1.6 0.2 -0.5
H 2.0790 4.0685 4.6175 -0.1 -0.1 0.2
H 2.0416 2.5239 5.4774 0.0 -0.5 0.1
H 0.6030 3.5942 5.4753 0.2 0.0 0.2
H 2.7370 3.1843 2.1273 0.0 -1.2 0.2
H 2.1277 1.6190 1.4874 0.1 0.2 0.2
H 3.6398 1.9915 4.1555 -0.1 -0.4 -0.4
H 4.4313 1.2839 2.7705 -0.5 0.1 -0.4
H 4.1723 0.8615 5.6803 -1.0 -1.0 0.1
H 3.8061 -0.8185 6.1554 0.0 -0.2 0.4
H 2.5297 0.4150 6.3179 -0.4 0.1 0.2
C 2.2226 -3.9389 2.0152 -0.3 -0.2 -0.5
N 1.6834 -3.6934 3.3714 -0.6 0.5 0.6
C 2.1021 -4.3387 4.5288 -2.4 2.0 0.6
C 1.3910 -3.8181 5.5741 0.3 0.1 -0.9
N 0.5333 -2.8120 5.0426 1.1 0.1 -0.9
C 0.7041 -2.7415 3.6812 2.1 -1.7 -0.4
S 0.0517 -1.7110 2.4909 -0.5 0.0 -0.1
C -0.2512 -1.8953 5.7823 -1.3 -1.0 0.3
C -0.8061 -2.3990 6.9499 -0.5 -0.8 0.5
C -1.6903 -1.6053 7.6904 0.3 0.1 -0.9
C -2.0249 -0.3613 7.1206 -0.6 0.0 0.4
C -1.4499 0.0713 5.9365 0.5 -1.0 1.3
N -0.5644 -0.6887 5.2693 -1.1 -1.8 3.4
H 2.3868 -2.9606 1.5462 0.3 -0.3 0.2
H 1.4553 -4.4370 1.3889 0.4 0.1 0.5
H 3.1540 -4.5652 2.0108 -1.0 0.7 0.4
H 2.8006 -5.1058 4.5863 1.1 -1.1 -0.3
H 1.4571 -4.1125 6.6148 -0.2 0.4 -0.2
H -0.6637 -3.4906 7.2032 0.0 1.6 -0.1
H -2.0935 -2.0069 8.6274 -0.1 0.5 -0.5
H -2.7812 0.3025 7.5316 0.3 -0.2 0.4
H -1.5249 1.0895 5.6176 -0.6 0.3 -0.4
C 0.5684 -1.6454 -4.7758 -0.4 -0.3 -0.8
C 0.5360 -0.1096 -4.8031 1.9 -0.3 -1.1
C 0.6553 0.5091 -6.2515 1.2 -0.2 0.8
C 1.7033 0.4453 -3.8783 -0.8 -0.8 0.2
Si -1.0817 0.5893 -3.9676 -0.6 1.4 1.7
Br -0.8645 0.0953 -1.7004 0.4 0.6 -0.7
C -2.7159 -0.4542 -4.2200 -1.3 -2.6 -1.3
C -2.6458 -0.9130 -5.7286 -1.1 -0.3 -0.8
C -4.0038 0.3693 -3.8880 0.7 1.0 0.4
C -2.8394 -1.7613 -3.3497 0.0 1.7 0.8
C -1.3123 2.4735 -4.2349 0.6 0.4 -0.2
C -0.0404 3.3130 -3.9740 0.5 -0.5 1.5
C -2.3104 2.9736 -3.1800 -1.1 -1.0 0.6
C -1.8177 2.8847 -5.6131 -2.1 -0.1 -1.0
H 1.5652 -1.9627 -5.1885 -0.7 0.3 0.4
H -0.2034 -2.0630 -5.4769 0.8 0.2 0.7
H 0.4458 -2.1069 -3.7645 0.1 0.6 -0.8
H 1.7359 0.2524 -6.5592 -1.6 -0.1 0.2
H 0.7369 1.6316 -6.2494 -0.7 -1.1 0.0
H -0.0790 0.0542 -6.9485 0.6 0.6 0.2
H 2.6630 0.3202 -4.4552 -1.0 0.2 0.6
H 1.6576 -0.2078 -2.9830 0.6 0.5 -0.5
H 1.5630 1.4745 -3.5332 0.3 -0.2 -0.3
H -2.2557 -0.2087 -6.5149 -0.4 -0.3 1.0
H -3.6958 -1.1916 -6.0755 1.0 0.6 0.5
H -2.1143 -1.8692 -5.8822 0.0 0.5 0.4
H -4.2326 1.1490 -4.6191 0.2 -0.1 0.1
H -3.9721 0.8530 -2.8764 0.0 -0.7 -0.9
H -4.8399 -0.3349 -3.9166 0.2 -0.1 0.1
H -2.0399 -2.4423 -3.4610 1.1 -0.7 -0.3
H -3.7442 -2.2980 -3.5930 -0.4 0.0 -0.4
H -2.8876 -1.5079 -2.2738 -0.2 -0.1 -0.7
H 0.3812 3.0104 -2.9710 -0.4 0.7 -0.8
H -0.3492 4.3704 -3.9442 0.3 -0.4 0.0
H 0.7693 3.2196 -4.6898 -0.1 -0.2 -0.3
H -2.1951 2.4396 -2.2081 -0.1 0.7 -0.6
H -3.3716 2.8915 -3.4742 0.6 -0.2 0.0
H -2.1634 4.0205 -3.0464 0.3 0.8 0.3
H -1.3544 2.4662 -6.5074 0.6 0.2 0.3
H -1.8790 4.0001 -5.7301 0.3 -1.0 0.3
H -2.8720 2.5282 -5.7496 0.6 0.4 0.2
```
Positions in Å, forces in eV/Å.

The largest force on an atom comes out at 4.03 eV Å⁻¹. The gap between HOMO and LUMO (alpha / beta) is 7.8 / 4.8 eV. The highest occupied orbital energy (alpha / beta) is -0.577 / -0.597 hartree. The total charge is +3. The expectation value of S² is 6.018. The value obtained for the energy is -9318.5428 hartree. Its multiplicity is 5.


Record 2
Molecular formula: C29H24BCuF4NO2Te
Method: DFT, ωB97M-V/def2-TZVPD

Structure (XYZ):
```
63
Properties=species:S:1:pos:R:3:forces:R:3
Cu -1.3602 2.5624 0.9537 0.2 0.0 0.1
C 0.6544 -2.5887 -3.5203 0.0 0.0 0.0
C -0.0439 -1.6080 -2.6126 0.0 0.0 0.0
C -1.4087 -1.6970 -2.3419 0.0 0.0 0.0
C -2.0521 -0.7813 -1.5384 0.0 0.0 0.0
C -3.5324 -0.8876 -1.3855 0.0 0.0 0.1
O -4.2858 0.0132 -1.6760 0.0 0.0 0.0
C -4.0992 -2.1956 -0.8846 0.0 0.0 0.0
C -5.4530 -2.4510 -1.0866 0.0 0.0 0.0
C -6.0230 -3.6226 -0.6190 0.0 0.0 0.0
C -5.2457 -4.5471 0.0700 0.0 0.0 0.0
C -3.8993 -4.2939 0.2858 0.0 0.0 0.0
C -3.3271 -3.1240 -0.1960 0.0 0.0 0.0
C -1.3561 0.2851 -0.8755 0.0 -0.1 0.0
O -2.0048 0.9893 -0.0372 -0.1 0.1 0.0
C 0.0503 0.3891 -1.1741 0.1 0.0 0.0
C 0.6377 -0.5624 -2.0227 0.0 0.0 0.0
C 0.9341 1.4372 -0.6311 0.0 0.1 0.0
N 0.5112 2.4471 0.0395 0.1 -0.1 -0.2
C 1.4329 3.4420 0.5798 0.0 0.0 0.1
C 1.8117 3.1413 2.0255 0.0 0.0 0.0
Te 0.1978 2.3929 3.2506 0.0 0.0 0.0
C 0.7997 0.3773 2.9904 0.1 0.0 0.0
C 1.9452 -0.1113 3.6177 0.0 0.0 0.0
C 2.3840 -1.4048 3.3665 0.0 0.0 0.0
C 1.6787 -2.2212 2.4898 0.0 0.0 0.0
C 0.5302 -1.7435 1.8753 0.0 0.0 0.0
C 0.0880 -0.4497 2.1272 0.0 0.0 0.0
C 2.4109 1.2599 -0.8720 0.0 -0.1 0.1
C 3.0613 1.8855 -1.9283 0.0 0.0 0.0
C 4.4264 1.7130 -2.1123 0.0 0.0 0.0
C 5.1519 0.9120 -1.2412 0.0 0.0 0.0
C 4.5047 0.2810 -0.1870 0.0 0.0 0.0
C 3.1400 0.4513 -0.0048 0.0 0.0 0.0
H -0.0063 -3.4183 -3.7768 0.0 0.0 0.0
H 1.5454 -3.0084 -3.0477 0.0 0.0 0.0
H 0.9720 -2.1211 -4.4558 0.0 0.0 0.0
H -1.9883 -2.5019 -2.7873 0.0 0.0 0.0
H -6.0399 -1.7067 -1.6090 0.0 0.0 0.0
H -7.0755 -3.8164 -0.7847 0.0 0.0 0.0
H -5.6920 -5.4612 0.4418 0.0 0.0 0.0
H -3.2931 -5.0058 0.8319 0.0 0.0 0.0
H -2.2770 -2.9209 -0.0287 0.0 0.0 0.0
H 1.6983 -0.4815 -2.2283 0.0 0.0 0.0
H 0.9244 4.4014 0.5386 0.0 0.0 0.0
H 2.3550 3.5223 -0.0036 0.0 0.0 0.0
H 2.1834 4.0437 2.5066 0.0 0.0 0.0
H 2.5687 2.3596 2.0938 0.0 0.0 0.0
H 2.4991 0.5262 4.2964 0.0 0.0 0.0
H 3.2783 -1.7750 3.8534 0.0 0.0 0.0
H 2.0272 -3.2261 2.2845 0.0 0.0 0.0
H -0.0151 -2.3662 1.1756 0.0 0.0 0.0
H -0.8000 -0.0703 1.6352 0.0 0.0 0.0
H 2.4935 2.5102 -2.6079 0.0 0.0 0.0
H 4.9240 2.2064 -2.9379 0.0 0.0 0.0
H 6.2170 0.7793 -1.3843 0.0 0.0 0.0
H 5.0611 -0.3490 0.4962 0.0 0.0 0.0
H 2.6301 -0.0526 0.8081 0.0 0.0 0.0
F -1.8973 4.4102 1.9066 -0.2 0.1 -0.2
B -1.2897 5.6862 1.5793 0.0 -0.1 0.2
F -0.9536 5.6701 0.2269 0.0 0.0 -0.1
F -0.1244 5.7793 2.3708 0.0 0.0 0.0
F -2.1848 6.6970 1.8818 0.0 0.0 0.0
```
Positions in Å, forces in eV/Å.

The largest force on an atom comes out at 0.29 eV Å⁻¹. The gap between HOMO and LUMO is 6.9 eV. The highest occupied orbital energy is -0.168 hartree. The total charge is -1. The value obtained for the energy is -3657.8951 hartree.


Record 3
Molecular formula: C4H13NO
Method: DFT, ωB97M-V/def2-TZVPD

Structure (XYZ):
```
19
Properties=species:S:1:pos:R:3:forces:R:3
C 0.3895 -0.7059 1.3098 0.5 -0.7 -0.1
C 0.5038 0.6870 0.7075 0.9 0.4 -0.8
C -0.5385 0.9803 -0.3187 1.7 -0.4 -1.2
N 0.4004 1.6507 1.8412 0.6 1.0 0.7
H 1.1743 -0.9377 2.0631 -0.5 0.4 -0.2
H -0.6146 -0.8761 1.7362 0.4 0.1 0.0
H 0.5475 -1.4402 0.5106 -0.2 0.3 -0.1
H 1.5200 0.8713 0.2580 -0.9 -0.4 0.5
H -1.4847 0.7476 0.0023 -2.5 -0.5 1.1
H -0.2468 0.0734 -1.1752 -0.2 0.7 0.2
H -0.5453 1.9793 -0.7337 0.3 0.4 0.0
H 1.1961 1.5408 2.5579 -0.9 0.0 -0.1
H 0.4621 2.6680 1.5699 0.0 -0.5 -0.2
H -0.5550 1.5483 2.2252 0.2 0.0 0.6
C -0.4657 -1.7786 -2.5231 0.6 1.3 0.1
O 0.3459 -0.8672 -1.8241 -0.2 -1.7 -0.9
H -0.8490 -1.2725 -3.4552 0.0 -0.8 0.3
H 0.1002 -2.6821 -2.7765 0.1 -0.1 -0.4
H -1.3404 -2.1865 -1.9753 -0.1 0.4 0.2
```
Positions in Å, forces in eV/Å.

The largest force on an atom comes out at 2.83 eV Å⁻¹. The gap between HOMO and LUMO (alpha / beta) is 4.4 / 7.1 eV. The highest occupied orbital energy (alpha / beta) is -0.006 / -0.113 hartree. The total charge is -1. The expectation value of S² is 0.751. The value obtained for the energy is -290.0502 hartree. Its multiplicity is 2.


Record 4
Molecular formula: C44H28BrF4HgN9O3PS
Method: DFT, ωB97M-V/def2-TZVPD

Structure (XYZ):
```
92
Properties=species:S:1:pos:R:3:forces:R:3
Hg -1.1334 0.5136 -1.0845 0.0 0.0 0.0
C -2.5406 4.4736 0.8731 0.0 0.0 0.0
C -3.5816 4.1355 1.7580 0.0 0.0 0.0
C -3.8690 2.8231 1.9861 0.0 0.0 0.0
C -3.1153 1.7831 1.3542 0.0 0.0 0.0
N -2.1489 2.1389 0.4624 0.0 0.0 0.0
C -1.8874 3.4372 0.2539 0.0 0.0 0.0
N -3.4113 0.5332 1.7260 0.0 0.0 0.0
C -2.7417 -0.5798 1.4217 0.1 0.0 0.0
N -1.7178 -0.8007 0.5264 0.0 0.0 0.0
C -1.2502 -2.0928 0.6419 0.0 0.0 0.0
N -0.2837 -2.7371 0.0051 0.0 0.0 0.0
C 0.5194 -2.3061 -0.9916 0.0 0.0 0.0
C 1.4317 -3.2690 -1.5077 0.0 0.0 0.0
C 2.2394 -2.9764 -2.5684 0.0 0.0 0.0
C 2.1978 -1.6917 -3.1340 0.0 0.0 0.0
C 1.3235 -0.7946 -2.5855 0.0 0.0 0.0
N 0.5083 -1.0695 -1.5455 0.0 0.0 0.1
C -2.0259 -2.7404 1.6756 0.0 0.0 0.0
C -1.9626 -4.0237 2.2230 0.0 0.0 0.0
C -2.8389 -4.3455 3.2381 0.0 0.0 0.0
C -3.7742 -3.4001 3.7178 0.0 0.0 0.0
C -3.8398 -2.1312 3.1837 0.0 0.0 0.0
C -2.9607 -1.8027 2.1463 0.0 0.0 0.0
H -2.2772 5.4987 0.6537 0.0 0.0 0.0
H -4.1507 4.9115 2.2582 0.0 0.0 0.0
H -4.6498 2.5146 2.6681 0.0 0.0 0.0
H -1.1046 3.6405 -0.4709 0.0 0.0 0.0
H 1.4154 -4.2490 -1.0508 0.0 0.0 0.0
H 2.8788 -3.7307 -3.0097 0.0 0.0 0.0
H 2.7696 -1.4557 -4.0186 0.0 0.0 0.0
H 1.2231 0.2040 -2.9995 0.0 0.0 0.0
H -1.2346 -4.7330 1.8492 0.0 0.0 0.0
H -2.8125 -5.3346 3.6806 0.0 0.0 0.0
H -4.4474 -3.6834 4.5193 0.0 0.0 0.0
H -4.5471 -1.3944 3.5450 0.0 0.0 0.0
F 5.1145 5.6753 1.8823 0.0 0.0 0.0
C 4.2579 4.6590 1.7566 0.0 0.0 0.0
C 4.0273 3.8155 2.8247 0.0 0.0 0.0
F 4.6654 4.0208 3.9815 0.0 0.0 0.0
C 3.1383 2.7659 2.6820 0.0 0.0 0.0
F 2.9631 1.9906 3.7552 0.0 0.0 0.0
C 2.4525 2.5226 1.4992 0.0 0.0 0.0
P 1.2714 1.1041 1.2901 0.0 0.0 0.0
C 0.2382 1.2806 2.7825 0.0 0.0 0.0
C -0.1165 2.5416 3.2598 0.0 0.0 0.0
C -1.0412 2.6716 4.2830 0.0 0.0 0.0
C -1.6271 1.5431 4.8405 0.0 0.0 0.0
C -1.2937 0.2868 4.3600 0.0 0.0 0.0
C -0.3731 0.1549 3.3306 0.0 0.0 0.0
C 2.4121 -0.2865 1.6519 0.0 0.0 0.0
C 2.6505 -0.8404 2.9086 0.0 0.0 0.0
C 3.5303 -1.9017 3.0477 0.0 0.0 0.0
C 4.1904 -2.4156 1.9383 0.0 0.0 0.0
C 3.9625 -1.8692 0.6855 0.0 0.0 0.0
C 3.0695 -0.8168 0.5426 0.0 0.0 0.0
C 2.7047 3.3918 0.4328 0.0 0.0 0.0
Br 1.8502 3.1971 -1.2353 0.0 0.0 0.0
C 3.5970 4.4439 0.5620 0.0 0.0 0.0
F 3.8472 5.2800 -0.4479 0.0 0.0 0.0
H 0.3113 3.4336 2.8161 0.0 0.0 0.0
H -1.3210 3.6594 4.6281 0.0 0.0 0.0
H -2.3648 1.6457 5.6268 0.0 0.0 0.0
H -1.7774 -0.5988 4.7530 0.0 0.0 0.0
H -0.1547 -0.8317 2.9365 0.0 0.0 0.0
H 2.1440 -0.4463 3.7791 0.0 0.0 0.0
H 3.6980 -2.3324 4.0274 0.0 0.0 0.0
H 4.8692 -3.2521 2.0504 0.0 0.0 0.0
H 4.4472 -2.2776 -0.1916 0.0 0.0 0.0
H 2.8674 -0.4211 -0.4464 0.0 0.0 0.0
N -0.9126 2.0669 -2.6325 0.1 -0.2 -0.2
C -1.2589 2.9029 -3.3715 -0.1 0.3 0.3
N -1.7256 3.7854 -4.1714 0.0 -0.1 -0.2
C -1.2037 4.9958 -4.2585 0.0 0.0 0.0
N -0.8204 6.0802 -4.4002 0.0 0.0 0.0
N -2.4551 -0.6577 -3.1689 0.0 0.1 0.0
C -1.5965 -1.3683 -4.0489 0.0 0.0 0.0
C -1.2982 -2.7027 -3.8009 0.0 0.0 0.0
C -0.3898 -3.3735 -4.6065 0.0 0.0 0.0
C 0.2330 -2.7248 -5.6622 0.0 0.0 0.0
C -0.0813 -1.3980 -5.9202 0.0 0.0 0.0
C -0.9879 -0.7190 -5.1191 0.0 0.0 0.0
S 1.5065 -3.5548 -6.6163 0.0 0.0 0.0
O 2.7504 -3.1618 -5.9565 0.0 0.0 0.0
O 1.2010 -4.9735 -6.4876 0.0 0.0 0.0
O 1.3675 -3.0228 -7.9648 0.0 0.0 0.0
H -3.1977 -1.2280 -2.7890 0.0 0.0 0.0
H -2.8300 0.1834 -3.5862 -0.1 0.0 0.0
H -1.7484 -3.2036 -2.9495 0.0 0.0 0.0
H -0.1419 -4.4096 -4.4164 0.0 0.0 0.0
H 0.3966 -0.8998 -6.7543 0.0 0.0 0.0
H -1.2174 0.3240 -5.3128 0.0 0.0 0.0
```
Positions in Å, forces in eV/Å.

The largest force on an atom comes out at 0.46 eV Å⁻¹. The gap between HOMO and LUMO (alpha / beta) is 4.4 / 6.6 eV. The highest occupied orbital energy (alpha / beta) is -0.036 / -0.116 hartree. The total charge is -2. The expectation value of S² is 0.776. The value obtained for the energy is -6278.6286 hartree. Its multiplicity is 2.


Repeat the third record exactly.
Molecular formula: C4H13NO
Method: DFT, ωB97M-V/def2-TZVPD

Structure (XYZ):
```
19
Properties=species:S:1:pos:R:3:forces:R:3
C 0.3895 -0.7059 1.3098 0.5 -0.7 -0.1
C 0.5038 0.6870 0.7075 0.9 0.4 -0.8
C -0.5385 0.9803 -0.3187 1.7 -0.4 -1.2
N 0.4004 1.6507 1.8412 0.6 1.0 0.7
H 1.1743 -0.9377 2.0631 -0.5 0.4 -0.2
H -0.6146 -0.8761 1.7362 0.4 0.1 0.0
H 0.5475 -1.4402 0.5106 -0.2 0.3 -0.1
H 1.5200 0.8713 0.2580 -0.9 -0.4 0.5
H -1.4847 0.7476 0.0023 -2.5 -0.5 1.1
H -0.2468 0.0734 -1.1752 -0.2 0.7 0.2
H -0.5453 1.9793 -0.7337 0.3 0.4 0.0
H 1.1961 1.5408 2.5579 -0.9 0.0 -0.1
H 0.4621 2.6680 1.5699 0.0 -0.5 -0.2
H -0.5550 1.5483 2.2252 0.2 0.0 0.6
C -0.4657 -1.7786 -2.5231 0.6 1.3 0.1
O 0.3459 -0.8672 -1.8241 -0.2 -1.7 -0.9
H -0.8490 -1.2725 -3.4552 0.0 -0.8 0.3
H 0.1002 -2.6821 -2.7765 0.1 -0.1 -0.4
H -1.3404 -2.1865 -1.9753 -0.1 0.4 0.2
```
Positions in Å, forces in eV/Å.

The largest force on an atom comes out at 2.83 eV Å⁻¹. The gap between HOMO and LUMO (alpha / beta) is 4.4 / 7.1 eV. The highest occupied orbital energy (alpha / beta) is -0.006 / -0.113 hartree. The total charge is -1. The expectation value of S² is 0.751. The value obtained for the energy is -290.0502 hartree. Its multiplicity is 2.